(1)
A structure of composition C25H45FNO9S4 in a non-equilibrium geometry, computed with ωB97M-V/def2-TZVPD.

Cartesian coordinates (Å):
C: -4.00 -0.46 1.09
C: -3.13 0.60 0.38
O: -3.08 1.73 0.97
N: -2.48 0.35 -0.92
H: -1.54 0.63 -0.74
H: -2.75 -0.60 -1.21
C: -2.88 1.39 -1.89
H: -4.94 0.00 1.29
H: -3.44 -0.86 1.93
H: -3.95 -1.33 0.27
H: -2.70 2.31 -1.56
H: -3.96 1.30 -2.03
H: -2.36 1.18 -2.71
F: -0.54 6.52 3.58
C: -0.39 5.22 3.84
C: 0.46 4.83 4.98
C: 0.48 3.46 5.31
C: -0.19 2.52 4.52
C: -1.10 2.97 3.49
C: -1.16 4.34 3.06
H: 0.74 5.74 5.64
H: 0.92 3.04 6.14
H: -0.30 1.55 5.03
H: -1.61 2.10 2.91
H: -1.86 4.74 2.37
C: 1.60 -3.11 2.61
C: 2.30 -1.77 2.30
C: 1.52 -0.59 2.53
S: -0.04 -1.12 2.08
O: -0.38 -0.67 0.73
O: -0.94 -0.76 3.10
C: 0.24 -2.85 2.07
H: 1.68 -3.05 3.68
H: 2.15 -3.90 2.35
H: 2.51 -1.80 1.06
H: 3.25 -1.48 2.63
H: 2.04 0.08 2.02
H: 1.78 -0.36 3.67
H: 0.32 -3.24 1.02
H: -0.67 -3.23 2.77
C: -1.95 -5.63 -2.70
C: -0.96 -5.95 -1.55
C: -0.65 -4.78 -0.78
S: -1.93 -3.65 -1.05
O: -1.47 -2.49 -1.74
O: -2.70 -3.44 0.19
C: -2.93 -4.63 -2.15
H: -2.42 -6.56 -2.97
H: -1.21 -5.04 -3.45
H: -0.12 -6.57 -1.84
H: -1.48 -6.44 -0.78
H: 0.33 -4.37 -1.23
H: -0.37 -4.87 0.27
H: -3.51 -3.84 -3.02
H: -3.82 -5.05 -1.81
C: 2.20 0.12 -4.75
C: 1.24 -1.05 -5.03
C: 0.24 -1.03 -4.17
S: 1.08 -0.53 -2.61
O: 1.49 -1.77 -1.89
O: 0.25 0.47 -1.91
C: 2.38 0.12 -3.26
H: 1.80 1.09 -5.30
H: 3.11 0.04 -5.08
H: 1.68 -2.08 -4.87
H: 0.75 -1.05 -6.10
H: -0.35 -1.99 -4.15
H: -0.45 -0.22 -4.33
H: 3.31 -0.36 -2.87
H: 2.50 1.16 -2.86
C: 2.30 3.07 1.35
C: 2.94 4.40 0.88
C: 2.17 4.89 -0.17
S: 1.57 3.44 -1.02
O: 2.26 3.27 -2.29
O: 0.11 3.49 -0.94
C: 2.05 2.29 0.16
H: 1.41 3.51 1.85
H: 2.96 2.68 2.06
H: 3.99 4.30 0.54
H: 2.85 5.03 1.66
H: 2.69 5.51 -0.73
H: 1.29 5.43 0.20
H: 2.87 1.75 -0.35
H: 0.90 1.91 0.26

**E**: -92613.4210 eV
**Gap between HOMO and LUMO**: 8.360 eV
**E_LUMO**: -2.3 eV
**Charge**: +1
**Energy relative to the best compared isomer or geometry (same formula, charge and spin)**: 104.1 kJ/mol

***

(2)
A structure of composition C54H42AsN3O7P2Pt in a non-equilibrium geometry, computed with ωB97M-V/def2-TZVPD.

Cartesian coordinates (Å):
Pt: 0.78 0.94 0.90
C: 2.84 -1.92 5.83
C: 1.46 -2.04 5.92
C: 0.64 -1.31 5.07
C: 1.20 -0.47 4.11
C: 2.59 -0.35 4.03
C: 3.40 -1.06 4.89
P: 0.21 0.57 2.99
C: -1.51 0.01 3.10
C: -2.53 0.94 3.35
C: -3.86 0.55 3.28
C: -4.19 -0.76 2.98
C: -3.18 -1.69 2.74
C: -1.85 -1.30 2.78
C: 0.18 2.21 3.76
C: 0.02 2.51 5.08
C: -0.07 3.87 5.47
C: 0.00 4.87 4.54
C: 0.19 4.58 3.16
C: 0.31 5.57 2.16
C: 0.53 5.21 0.87
C: 0.64 3.85 0.49
C: 0.51 2.84 1.42
C: 0.28 3.22 2.78
H: 3.48 -2.49 6.49
H: 1.02 -2.71 6.65
H: -0.43 -1.41 5.15
H: 3.02 0.30 3.27
H: 4.48 -0.97 4.82
H: -2.28 1.96 3.59
H: -4.64 1.27 3.48
H: -5.22 -1.07 2.93
H: -3.43 -2.71 2.49
H: -1.07 -2.02 2.57
H: -0.05 1.73 5.82
H: -0.20 4.12 6.51
H: -0.06 5.90 4.85
H: 0.23 6.62 2.44
H: 0.64 5.96 0.10
H: 0.82 3.61 -0.55
C: -0.01 0.74 -2.72
C: -0.93 0.34 -3.87
As: 0.15 -0.36 -5.38
C: 1.15 -1.64 -4.28
C: 2.52 -1.44 -4.12
C: 3.25 -2.23 -3.24
C: 2.61 -3.23 -2.52
C: 1.24 -3.44 -2.68
C: 0.52 -2.64 -3.55
C: -1.18 -1.59 -6.11
C: -0.75 -2.75 -6.76
C: -1.67 -3.62 -7.33
C: -3.03 -3.34 -7.26
C: -3.46 -2.19 -6.62
C: -2.54 -1.32 -6.05
P: -0.79 1.07 -1.10
C: -2.04 -0.26 -0.97
C: -3.38 -0.07 -1.30
C: -4.26 -1.14 -1.27
C: -3.81 -2.41 -0.92
C: -2.48 -2.60 -0.59
C: -1.59 -1.53 -0.60
C: -1.74 2.60 -1.23
C: -2.56 2.95 -0.16
C: -3.18 4.18 -0.12
C: -2.98 5.10 -1.14
C: -2.16 4.76 -2.21
C: -1.54 3.52 -2.26
H: 0.64 1.58 -2.97
H: 0.67 -0.08 -2.48
H: -1.53 1.18 -4.23
H: -1.61 -0.45 -3.55
H: 3.02 -0.66 -4.67
H: 4.31 -2.07 -3.12
H: 3.17 -3.85 -1.83
H: 0.74 -4.21 -2.11
H: -0.55 -2.80 -3.66
H: 0.31 -2.98 -6.82
H: -1.32 -4.52 -7.83
H: -3.75 -4.02 -7.71
H: -4.52 -1.97 -6.57
H: -2.90 -0.43 -5.56
H: -3.73 0.91 -1.58
H: -5.30 -0.98 -1.52
H: -4.51 -3.24 -0.90
H: -2.13 -3.58 -0.30
H: -0.56 -1.69 -0.33
H: -2.70 2.24 0.66
H: -3.81 4.44 0.73
H: -3.45 6.07 -1.11
H: -2.00 5.47 -3.01
H: -0.90 3.27 -3.09
O: 7.48 -0.96 1.62
N: 6.60 -1.70 2.02
O: 6.76 -2.58 2.85
C: 5.26 -1.52 1.46
C: 5.04 -0.50 0.56
C: 3.76 -0.31 0.10
C: 2.64 -1.12 0.47
O: 1.48 -0.91 -0.01
C: 2.98 -2.18 1.36
C: 4.25 -2.37 1.86
N: 1.96 -3.12 1.81
O: 0.79 -2.85 1.58
O: 2.33 -4.09 2.45
N: 3.57 0.78 -0.84
O: 2.53 1.45 -0.78
O: 4.47 1.02 -1.63
H: 5.85 0.14 0.23
H: 4.44 -3.17 2.55

**E**: -158139.6486 eV
**Gap between HOMO and LUMO**: 6.726 eV
**E_LUMO**: -0.9 eV
**Energy relative to the best compared isomer or geometry (same formula, charge and spin)**: 114.3 kJ/mol

***

(3)
A cluster of 2 separate species, CH5N2O3S in total in a non-equilibrium geometry, computed with ωB97M-V/def2-TZVPD.

Cartesian coordinates (Å):
C: 1.93 1.13 0.06
N: 0.03 -1.56 -0.15
N: -0.19 -0.38 -0.71
O: -1.78 1.69 -0.11
O: -1.62 -0.21 1.44
O: -2.64 -0.41 -0.80
S: -1.67 0.26 0.05
H: 3.00 0.71 -0.11
H: 1.40 1.71 -0.70
H: 1.57 1.32 1.01
H: 0.52 -2.29 -0.65
H: -0.56 -1.96 0.67

**E**: -21073.5235 eV
**Gap between HOMO and LUMO (alpha / beta)**: 8.721 / 7.446 eV
**E_LUMO (alpha / beta)**: 4.0 / 3.8 eV
**Charge**: -1
**Energy relative to the best compared isomer or geometry (same formula, charge and spin)**: 348.9 kJ/mol

***

(4)
A cluster of 5 separate species, C4H17N2O6 in total in a non-equilibrium geometry, computed with ωB97M-V/def2-TZVPD.

Cartesian coordinates (Å):
O: -0.63 -0.86 -0.64
C: 0.28 -0.07 -0.32
N: 1.34 -0.50 0.37
C: 2.13 0.43 1.22
O: 1.37 0.96 2.20
C: 0.28 1.32 -0.95
C: 0.03 2.52 -0.07
N: -0.66 1.40 -2.09
H: 1.19 -1.43 0.76
H: 2.67 1.10 0.53
H: 2.89 -0.19 1.74
H: 1.24 1.47 -1.44
H: 0.57 3.44 -0.31
H: -1.01 2.79 0.09
H: 0.48 2.26 0.90
H: -0.87 0.58 -2.65
H: -1.51 1.76 -1.67
H: 0.14 0.35 2.74
H: -1.38 0.34 2.31
O: -0.79 -0.09 2.93
H: -0.69 -2.08 2.13
H: -0.70 -2.14 0.59
O: -0.45 -2.66 1.39
H: -2.29 -0.95 -1.60
H: -3.12 0.08 -2.35
O: -2.99 -0.86 -2.27
H: 0.73 -2.35 -1.60
H: 0.79 -3.37 -0.49
O: 0.98 -3.26 -1.43

**E**: -19691.1064 eV
**Gap between HOMO and LUMO**: 8.139 eV
**E_LUMO**: 3.3 eV
**Charge**: -1
**Energy relative to the best compared isomer or geometry (same formula, charge and spin)**: 164.1 kJ/mol

***

(5)
A cluster of 2 separate species, C3H5N3O2S in total in a non-equilibrium geometry, computed with ωB97M-V/def2-TZVPD.

Cartesian coordinates (Å):
C: -1.39 -2.37 0.12
C: -0.25 0.59 -0.08
C: 0.32 -0.52 -0.73
N: -2.20 -3.08 0.52
N: 0.52 1.60 0.31
N: -1.56 0.60 0.21
O: 2.34 0.45 -1.24
O: 2.35 -0.48 1.03
S: 2.18 -0.79 -0.38
H: -0.02 -0.90 -1.67
H: 1.50 1.56 0.01
H: 0.21 2.29 0.97
H: -2.08 -0.25 0.09
H: -1.93 1.30 0.83

**E**: -22587.6880 eV
**Gap between HOMO and LUMO (alpha / beta)**: 6.903 / 6.903 eV
**E_LUMO (alpha / beta)**: -2.9 / -2.9 eV
**Energy relative to the best compared isomer or geometry (same formula, charge and spin)**: 341.5 kJ/mol

***

(6)
A cluster of 2 separate species, C4H12N2 in total in a non-equilibrium geometry, computed with ωB97M-V/def2-TZVPD.

Cartesian coordinates (Å):
C: -3.29 -1.68 -0.79
C: -2.57 -1.18 0.27
N: -1.19 -1.00 0.53
H: -3.43 -2.73 -1.15
H: -4.17 -1.16 -1.09
H: -3.02 -0.54 0.96
H: -0.70 -1.83 0.26
H: -0.91 -0.13 0.91
C: 1.61 1.49 -1.12
N: 1.25 1.12 0.28
C: 2.47 0.58 0.93
H: 2.21 0.76 -1.70
H: 2.15 2.42 -0.99
H: 0.71 1.61 -1.72
H: 0.40 1.06 0.90
H: 3.41 1.08 0.74
H: 2.54 0.68 2.10
H: 2.53 -0.56 0.68

**E**: -7318.5795 eV
**Gap between HOMO and LUMO**: 8.621 eV
**Structure (SMILES)**: C=CN.CNC
**E_LUMO**: 0.8 eV
**Energy relative to the best compared isomer or geometry (same formula, charge and spin)**: 429.3 kJ/mol

***

(7)
A structure of composition C34H39N5OTi in a non-equilibrium geometry, computed with ωB97M-V/def2-TZVPD.

Cartesian coordinates (Å):
Ti: -0.34 -0.56 0.43
N: -0.94 -0.32 4.19
N: -1.44 1.42 0.99
C: -0.92 -1.85 -1.34
C: -2.03 -1.85 -0.41
C: -1.57 -2.42 0.83
C: -2.39 -2.68 2.05
H: -3.40 -2.26 1.93
H: -1.94 -2.23 2.94
H: -2.50 -3.77 2.22
C: -0.19 -2.83 0.66
C: 0.60 -3.57 1.68
H: 0.46 -4.66 1.56
H: 0.29 -3.31 2.70
H: 1.67 -3.36 1.60
C: 0.21 -2.46 -0.68
C: 1.53 -2.72 -1.33
H: 2.36 -2.64 -0.62
H: 1.72 -2.01 -2.14
H: 1.56 -3.74 -1.76
C: -3.43 -1.47 -0.73
H: -4.02 -2.35 -1.05
H: -3.47 -0.73 -1.54
H: -3.94 -1.03 0.14
C: -0.98 -1.41 -2.76
H: -0.02 -0.99 -3.10
H: -1.74 -0.63 -2.91
H: -1.23 -2.25 -3.43
C: -0.13 -0.34 5.25
H: -0.27 -1.17 5.95
C: 0.86 0.62 5.46
H: 1.50 0.54 6.34
C: 1.03 1.64 4.52
H: 1.79 2.41 4.65
C: 0.19 1.67 3.41
H: 0.25 2.45 2.66
C: -0.74 0.63 3.25
C: -1.49 0.42 2.02
H: -2.49 -0.01 2.16
C: -1.02 1.14 -0.31
C: -2.07 2.65 1.04
H: -2.47 3.02 1.96
C: -2.09 3.13 -0.22
H: -2.47 4.07 -0.60
N: -1.46 2.19 -1.03
C: -1.34 2.24 -2.45
C: -2.48 2.21 -3.27
C: -2.30 2.09 -4.66
H: -3.18 2.06 -5.30
C: -1.03 2.01 -5.23
C: -0.84 1.96 -6.72
H: -0.01 1.29 -6.98
H: -0.59 2.95 -7.13
H: -1.74 1.61 -7.22
C: 0.09 2.00 -4.39
H: 1.08 1.91 -4.82
C: -0.06 2.12 -3.00
C: 1.15 2.07 -2.13
H: 1.10 2.73 -1.27
H: 2.05 2.32 -2.71
H: 1.32 1.04 -1.77
C: -3.86 2.21 -2.70
H: -4.18 3.22 -2.39
H: -3.98 1.54 -1.84
H: -4.57 1.88 -3.47
N: 5.95 -0.87 3.87
C: 5.76 -0.46 2.58
O: 6.69 -0.11 1.86
C: 4.34 -0.43 2.11
C: 4.07 -0.07 0.78
C: 2.77 -0.08 0.29
N: 1.71 -0.41 1.08
C: 1.97 -0.77 2.37
C: 3.25 -0.76 2.91
H: 6.91 -0.95 4.19
H: 5.23 -1.28 4.45
H: 4.87 0.20 0.09
H: 2.58 0.16 -0.75
H: 1.11 -1.03 3.01
H: 3.34 -1.02 3.97

**E**: -68504.1832 eV
**Expectation value of S²**: 0.765
**Gap between HOMO and LUMO (alpha / beta)**: 3.425 / 3.167 eV
**E_LUMO (alpha / beta)**: 2.5 / 2.5 eV
**Spin multiplicity**: 2
**Charge**: -1